Record 1
C29H84F3N7O10S | wB97M-V/def2-TZVPD

## Properties
relative energy (zero: lowest compared OMol25 entry of this formula, charge and spin)	0.0	kcal per mole
lowest unoccupied orbital energy	-12.6	eV
gap between HOMO and LUMO	0.2803	hartree
charge	+6
HOMO level	-20.20	eV

XYZ file:
```
134
Properties=species:S:1:pos:R:3:forces:R:3:mulliken_charge:R:1
C -0.281209 -3.182804 -3.829664 1.9 1.1 0.6 -1.16
C -0.335696 -1.702082 -4.288078 -1.2 -0.5 0.2 1.18
C -0.446019 -1.585428 -5.797604 0.4 0.9 -0.6 -1.06
O -1.513031 -2.288633 -6.303642 -0.9 -0.6 0.7 -0.37
C -1.296520 -2.884023 -7.583534 0.2 0.3 -1.2 -0.77
N -1.524036 -1.009454 -3.606502 -0.7 0.8 0.1 0.01
H -2.407610 -1.515102 -3.698691 0.1 -0.2 -0.4 0.41
H -1.417424 -0.759581 -2.610736 0.5 -0.6 0.2 -0.02
H -1.707851 -0.070132 -3.977024 0.1 -0.2 -0.6 0.42
H -1.178327 -3.707085 -3.515719 -0.3 0.2 -0.7 0.38
H 0.384318 -3.218456 -2.956697 -0.1 0.0 0.1 0.18
H 0.299681 -3.672521 -4.608874 -0.5 -0.5 -0.1 0.36
H 0.469886 -1.042778 -3.970788 0.4 -0.6 0.2 -0.32
H 0.501830 -1.864163 -6.276843 0.1 -0.4 0.4 0.52
H -0.478552 -0.507545 -6.039641 -0.4 0.1 -0.1 0.44
H -1.063430 -2.076421 -8.282267 0.5 -0.2 -0.1 0.34
H -2.164545 -3.354172 -8.044820 -0.5 0.2 0.9 0.28
H -0.549242 -3.679490 -7.555699 0.3 0.3 0.1 0.33
C 3.624980 2.768870 -2.198118 -0.7 -0.5 1.3 -1.30
C 3.095155 2.972188 -3.589181 0.5 -0.3 0.4 0.94
C 4.187363 3.343142 -4.571769 -1.1 0.7 -0.4 -0.93
O 3.642976 3.218962 -5.878959 0.9 -0.5 0.4 -0.35
C 4.699997 3.450887 -6.816266 0.6 0.3 -1.3 -0.80
N 2.434380 1.687681 -4.114086 -1.3 0.8 -0.6 0.04
H 1.768027 1.250737 -3.456985 0.6 0.0 0.3 -0.07
H 1.847266 2.051204 -4.873982 0.2 -0.2 -0.2 0.55
H 3.042386 1.021202 -4.591460 0.4 0.1 0.4 0.41
H 4.085675 3.643942 -1.739707 0.6 0.0 -0.7 0.52
H 4.244607 1.874024 -2.121452 0.4 0.3 -0.1 0.35
H 2.830345 2.606347 -1.458270 -0.3 -0.2 -0.4 0.04
H 2.297454 3.711459 -3.564327 -0.1 0.0 -0.3 -0.23
H 5.085835 2.746743 -4.389627 0.1 -0.1 -0.2 0.44
H 4.403472 4.404059 -4.417454 0.4 -0.1 0.3 0.53
H 4.308718 3.581012 -7.823670 -0.4 -0.1 0.2 0.28
H 5.429422 2.639768 -6.891344 -0.2 -0.3 0.4 0.34
H 5.272667 4.357424 -6.606352 -0.3 0.1 0.3 0.34
C 5.203890 -5.344497 -0.477249 -0.2 -0.4 0.3 -1.37
C 4.115748 -4.378228 -0.043814 -0.8 1.4 -1.1 0.93
C 4.449209 -2.940928 -0.539602 1.0 0.0 0.6 -1.06
O 3.413000 -1.972379 -0.515691 0.2 -1.2 0.1 -0.13
C 3.803481 -0.790462 -1.182442 0.0 0.4 -1.0 -1.08
N 2.817570 -4.707564 -0.762381 -1.4 -0.4 -0.7 -0.31
H 2.410973 -5.635905 -0.605062 0.8 -0.3 0.0 0.42
H 2.019454 -4.110013 -0.523798 0.6 0.6 0.2 0.27
H 2.925272 -4.596320 -1.775626 0.2 -0.2 0.0 0.37
H 6.078059 -5.160745 0.145767 0.0 -0.4 0.1 0.42
H 5.541779 -5.282783 -1.513443 -0.3 0.6 -0.1 0.37
H 4.841528 -6.372173 -0.399034 0.3 -0.1 0.5 0.44
H 3.811863 -4.398661 1.004032 0.5 0.0 0.0 -0.49
H 4.878827 -3.039227 -1.544513 -0.2 0.0 -0.2 0.58
H 5.273989 -2.575698 0.083002 0.1 -0.1 0.0 0.47
H 4.767120 -0.345730 -0.911679 -0.3 -0.1 1.1 0.50
H 2.941110 -0.138770 -1.073136 0.3 0.4 0.0 0.13
H 4.012694 -0.936482 -2.254783 -0.6 -0.5 -0.1 0.42
C -5.716807 -3.114309 1.336796 0.8 1.0 0.3 -1.39
C -5.178292 -1.719668 0.961591 0.2 -0.7 -0.1 0.01
C -4.949280 -0.797029 2.200440 -0.1 -1.1 -2.2 -0.62
O -4.357390 0.385275 1.720664 0.3 -0.1 0.9 -0.24
C -4.272170 1.355050 2.752867 -0.3 2.0 0.5 -0.73
N -3.881489 -1.841029 0.094154 0.1 0.8 1.7 -0.18
H -4.035210 -2.280947 -0.808521 -0.1 0.1 0.0 0.39
H -3.492256 -0.886622 0.040002 -0.1 0.0 -0.5 0.24
H -3.155799 -2.338433 0.609777 -0.1 -0.4 -0.1 0.37
H -6.699064 -2.933257 1.769578 -0.2 -0.4 -0.2 0.42
H -5.090165 -3.552182 2.116853 0.0 -0.1 0.0 0.37
H -5.747015 -3.801436 0.494696 -0.3 0.1 -0.1 0.44
H -5.857998 -1.242366 0.257996 -0.1 0.2 0.2 0.35
H -4.316245 -1.282334 2.947656 -0.2 -0.1 0.2 0.32
H -5.991386 -0.686802 2.510123 0.2 0.4 0.7 0.49
H -4.006022 2.322656 2.323616 -0.3 -0.2 -0.5 0.33
H -3.551218 1.307575 3.577309 0.4 -1.3 -0.4 0.10
H -5.219305 1.505783 3.277246 -0.3 -0.2 -0.4 0.40
C -5.691496 1.285526 7.931293 0.4 -0.5 0.1 -1.28
C -4.206749 1.448297 8.271293 -0.4 0.9 0.7 0.08
C -3.265993 0.423888 7.647733 -0.3 0.7 -1.1 -0.81
O -3.207172 0.699706 6.232795 0.0 -0.2 0.0 -0.21
C -2.431094 -0.287028 5.563298 -0.8 -1.0 0.6 -0.58
N -3.850071 2.900860 7.916799 0.7 -1.2 -1.5 -0.27
H -4.420453 3.555246 8.451599 0.4 0.2 0.1 0.37
H -2.837531 3.045488 7.929191 -0.1 0.4 0.9 0.34
H -4.025188 3.021627 6.914539 -0.5 0.1 0.1 0.33
H -5.946603 0.280732 8.268405 -0.4 0.1 -0.2 0.37
H -5.903695 1.391139 6.867264 0.2 -0.2 -0.1 0.30
H -6.334546 1.988774 8.459625 0.2 0.0 0.2 0.47
H -4.100544 1.435180 9.356856 0.1 -0.3 0.0 0.34
H -3.741399 -0.533129 7.880760 0.2 -0.2 -0.2 0.37
H -2.221409 0.418920 7.966118 -0.2 0.2 0.7 0.53
H -2.964997 -1.246526 5.623838 0.0 0.0 0.0 0.31
H -1.484025 -0.475142 6.077271 0.2 0.4 -0.3 0.33
H -2.347022 -0.081528 4.500367 0.3 0.5 0.2 0.01
C 0.601372 5.588752 -2.209573 0.0 -0.1 -0.7 -1.25
C -0.676079 6.153126 -1.628662 -1.0 -0.6 0.6 0.19
C -1.277174 7.335835 -2.383741 1.3 -0.9 -0.4 -0.75
O -1.530009 6.882740 -3.685759 -0.3 0.2 -0.1 -0.34
C -1.944783 7.960657 -4.561397 -0.1 -0.1 0.4 -0.74
N -1.722443 5.011935 -1.548171 0.6 -0.9 -1.4 -0.13
H -2.525018 5.274483 -0.982029 0.0 -0.2 0.1 0.41
H -2.047111 4.744937 -2.485756 -0.3 1.0 -0.2 0.45
H -1.302603 4.092359 -1.302139 -0.1 0.6 0.9 0.31
H 0.550585 5.427003 -3.290500 -0.6 0.0 0.0 0.38
H 0.818349 4.625012 -1.745843 0.4 0.2 0.2 0.20
H 1.426427 6.298589 -2.148492 0.0 -0.1 0.6 0.46
H -0.581296 6.373679 -0.565407 0.4 0.4 -0.1 0.39
H -0.407762 8.005357 -2.411803 -0.6 0.8 0.2 0.39
H -2.178217 7.736473 -1.914258 0.2 0.3 0.2 0.51
H -1.138310 8.671730 -4.746092 0.2 -0.3 -0.1 0.32
H -2.737061 8.539813 -4.083040 -0.3 -0.2 -0.1 0.33
H -2.285348 7.465510 -5.463102 0.0 0.3 -0.1 0.24
C 0.870055 -5.246543 4.808267 -0.3 -0.1 -1.3 -1.44
C 1.999271 -4.859956 3.872157 0.6 0.0 1.1 0.24
C 2.250206 -3.333886 3.857406 0.5 -1.3 -0.8 -0.68
O 3.353771 -3.130589 2.985047 0.1 -0.6 -0.3 0.00
C 4.139570 -1.988769 3.274177 0.6 1.0 0.3 -1.04
N 3.301465 -5.588561 4.203920 0.3 0.4 0.6 -0.24
H 3.597264 -5.606246 5.188082 -0.4 0.3 0.1 0.37
H 3.278902 -6.575717 3.939143 0.1 0.1 -0.3 0.39
H 4.025865 -5.047394 3.713861 0.2 -0.4 -0.2 0.26
H -0.025141 -4.798578 4.367278 0.0 0.2 0.3 0.38
H 0.999345 -4.881733 5.823004 0.0 -0.3 0.1 0.40
H 0.665076 -6.312310 4.701573 0.2 -0.1 0.6 0.44
H 1.841018 -5.240042 2.862454 -0.4 0.4 -0.1 0.12
H 2.523549 -2.890581 4.815202 -0.6 -0.2 0.3 0.50
H 1.298180 -2.981242 3.449998 0.2 0.7 0.1 0.27
H 4.303868 -1.871461 4.350480 -0.5 0.2 0.0 0.48
H 3.703852 -1.097143 2.819556 -0.1 0.0 0.3 0.26
H 5.169092 -2.043248 2.914107 -0.2 -0.7 -0.5 0.27
C 0.605977 0.797004 0.839526 0.5 -0.3 -2.1 0.39
F 1.267644 -0.386115 1.002378 -1.2 0.5 -0.1 -0.14
F -0.262138 1.011311 1.787577 -0.1 -0.2 0.7 -0.15
F 1.543838 1.717222 0.815490 0.3 0.7 0.3 -0.19
S -0.332825 0.969363 -0.844535 -0.3 0.6 0.9 0.77
O -1.523619 0.119716 -0.655362 0.8 -0.1 -0.7 -0.49
O -0.644364 2.394278 -0.959575 0.3 -1.0 0.3 -1.06
O 0.605398 0.528089 -1.878108 -0.3 -0.4 0.1 -0.69
```
Forces are in eV/Å.


Record 2
C4H8N2O | wB97M-V/def2-TZVPD

## Properties
relative energy (zero: lowest compared OMol25 entry of this formula, charge and spin)	120.2	kcal per mole
lowest unoccupied orbital energy (alpha / beta)	0.4 / 0.4	eV
gap between HOMO and LUMO (alpha / beta)	0.2815 / 0.2816	hartree
charge	0
HOMO level (alpha / beta)	-7.25 / -7.25	eV

XYZ file:
```
15
Properties=species:S:1:pos:R:3:forces:R:3:nbo_charge:R:1
C -1.447973 -0.018165 1.268138 0.0 1.1 -1.1 -0.41
C 0.632848 -0.074206 -0.043454 1.0 -0.4 -0.1 0.04
C 1.116839 -0.525209 1.181805 -0.4 0.7 0.5 0.06
N 1.319967 -0.138225 -1.294408 0.0 0.3 -0.3 -0.84
C -1.405949 0.421378 -1.152082 -0.1 0.3 0.0 -0.22
O 2.420790 -0.711340 1.331351 0.7 -0.4 -0.7 -0.66
N -0.701431 0.182839 -0.084274 -0.8 -1.2 1.4 -0.20
H 2.945973 -0.615203 0.506323 -0.1 0.0 0.2 0.42
H 2.326671 -0.044851 -1.210820 -0.1 -0.2 0.3 0.36
H 1.079317 0.558149 -1.993139 -0.3 0.1 0.3 0.37
H -1.894359 -1.009517 1.311701 0.3 0.0 -0.2 0.22
H -0.749988 0.159785 2.084899 -0.2 -0.3 -0.4 0.28
H -2.229935 0.740023 1.268576 -0.1 0.0 -0.1 0.19
H -2.461450 0.599581 -1.048799 -0.1 0.0 0.1 0.20
H -0.951318 0.474960 -2.125818 0.1 -0.1 0.0 0.19
```
Forces are in eV/Å.


Record 3
C3H14N6O | wB97M-V/def2-TZVPD

## Properties
relative energy (zero: lowest compared OMol25 entry of this formula, charge and spin)	22.7	kcal per mole
lowest unoccupied orbital energy	-7.1	eV
gap between HOMO and LUMO	0.3660	hartree
charge	+2
HOMO level	-17.11	eV

XYZ file:
```
24
Properties=species:S:1:pos:R:3:forces:R:3:nbo_charge:R:1
C 1.946222 0.325665 0.509604 -0.7 0.7 -0.6 0.69
C -0.750548 1.070077 -2.627384 3.0 3.7 0.4 -0.46
C -2.691070 -2.152719 0.339352 1.6 -1.9 4.0 -0.47
N 2.958008 0.642078 1.492069 -0.6 -0.3 -0.7 -0.49
N 1.999458 0.345743 -0.759811 0.1 0.3 1.8 -0.72
N -1.779418 0.552084 -1.843147 -3.0 -1.7 1.6 -0.26
N -2.639513 -1.099459 -0.594674 -1.5 2.7 -2.5 -0.26
N 2.707598 0.778134 2.908082 -1.4 0.1 -1.9 -0.49
N -1.652953 -0.385390 -0.975132 1.6 -0.5 0.6 0.13
O 0.757536 0.047814 1.115586 2.3 0.4 1.9 -0.70
H -0.945201 2.142559 -3.008947 -0.3 -1.6 1.1 0.26
H 0.217470 1.141055 -2.044513 -1.1 -0.6 -0.9 0.27
H -0.722866 0.516553 -3.508014 0.7 -1.3 -1.5 0.24
H -1.650739 -2.546026 0.641115 -1.4 0.7 -1.0 0.25
H -3.138566 -1.887889 1.371418 0.4 0.2 -1.8 0.26
H -3.283655 -3.004459 -0.006301 0.2 0.3 -0.4 0.27
H 3.885322 0.972925 1.205269 -0.7 -0.2 0.2 0.44
H 2.784682 0.799859 -1.199160 0.6 -0.3 0.0 0.39
H -2.685043 0.635861 -2.285608 -0.6 0.1 0.1 0.39
H -3.541523 -0.835240 -1.030796 0.3 -0.4 0.3 0.39
H 2.641284 1.758159 3.187211 -0.5 0.1 0.2 0.45
H 3.463797 0.366834 3.353244 2.5 -0.8 1.3 0.44
H 1.946877 0.169130 3.260143 -0.5 0.7 -0.7 0.47
H 0.172840 -0.353347 0.500391 -0.9 -0.5 -1.4 0.52
```
Forces are in eV/Å.


Record 4
C10H16O | wB97M-V/def2-TZVPD

## Properties
relative energy (zero: lowest compared OMol25 entry of this formula, charge and spin)	47.8	kcal per mole
lowest unoccupied orbital energy	0.8	eV
gap between HOMO and LUMO	0.3320	hartree
charge	0
HOMO level	-8.20	eV

XYZ file:
```
27
Properties=species:S:1:pos:R:3:forces:R:3:nbo_charge:R:1
C -2.579551 -1.959609 1.512292 2.0 -1.1 0.9 -0.60
C -1.678301 -0.759804 1.294049 1.5 0.9 1.3 -0.41
C -1.595524 -0.039248 -0.038889 -0.5 -3.4 -1.2 -0.05
C -1.307930 1.297042 -0.130167 -0.5 0.3 1.2 -0.19
C -1.071705 1.984406 -1.304667 0.9 -0.9 -1.5 -0.30
C -1.044825 1.171886 -2.437573 -1.2 -1.1 -0.5 0.30
O -0.898646 1.607600 -3.727341 0.4 0.6 -0.1 -0.68
C -1.376161 -0.223024 -2.419033 0.2 0.1 0.6 -0.25
C -1.693811 -0.884336 -1.226534 0.9 3.4 -0.3 -0.19
H -3.617102 -1.774071 1.725198 -0.3 0.2 0.0 0.21
H -2.069004 -2.535696 2.366236 -1.3 0.8 -0.9 0.21
H -2.436916 -2.622548 0.673863 -0.5 -0.4 -0.4 0.20
H -1.943511 0.019990 2.016071 0.2 -0.1 0.3 0.20
H -0.614400 -1.126347 1.623232 -1.6 0.9 -0.8 0.20
H -1.367676 1.833364 0.807539 0.3 0.2 0.1 0.21
H -0.705851 3.013759 -1.365552 -0.5 -0.3 0.2 0.22
H -1.034495 2.558873 -3.789554 0.1 0.0 0.1 0.48
H -1.336780 -0.741343 -3.391603 -0.2 0.3 0.6 0.22
H -2.022739 -1.905549 -1.282454 0.1 -0.2 0.4 0.22
C 3.169073 0.614583 1.322098 -0.4 -1.3 -1.7 -0.62
C 4.384666 -0.251575 0.985122 0.8 -1.8 0.9 -0.63
H 3.549467 1.454071 1.894571 -0.6 0.4 -0.3 0.21
H 2.709770 0.811668 0.326540 0.1 0.9 0.9 0.21
H 2.377586 0.069893 1.844339 0.3 0.1 0.4 0.21
H 5.150025 0.025039 1.728794 0.3 -0.3 -0.8 0.20
H 4.722049 -0.268841 -0.048277 0.3 1.3 -0.1 0.21
H 4.332294 -1.370195 1.041709 -0.8 0.7 0.8 0.20
```
Forces are in eV/Å.


Record 5
C2H3NS | wB97M-V/def2-TZVPD

## Properties
relative energy (zero: lowest compared OMol25 entry of this formula, charge and spin)	122.3	kcal per mole
lowest unoccupied orbital energy (alpha / beta)	-2.1 / -2.0	eV
gap between HOMO and LUMO (alpha / beta)	0.2301 / 0.2336	hartree
charge	0
HOMO level (alpha / beta)	-8.40 / -8.40	eV

XYZ file:
```
7
Properties=species:S:1:pos:R:3:forces:R:3:nbo_charge:R:1
C 0.816873 -0.372277 0.001005 1.6 0.7 -0.2 0.05
C -1.506268 0.412274 -0.017619 -0.4 0.0 0.0 -0.25
N -0.337708 -0.081697 -0.005563 -0.5 0.2 0.1 -0.27
S 3.682661 0.091207 0.003122 -0.5 0.1 0.0 -0.15
H 1.344139 -1.289182 0.067484 -0.2 -1.0 0.2 0.21
H -2.036683 0.504910 -0.948440 0.0 0.0 -0.2 0.21
H -1.963013 0.734767 0.900013 0.0 0.0 0.2 0.21
```
Forces are in eV/Å.


Record 6
C17H24HfN5O2SSe2 | wB97M-V/def2-TZVPD

## Properties
relative energy (zero: lowest compared OMol25 entry of this formula, charge and spin)	16.4	kcal per mole
lowest unoccupied orbital energy	-10.0	eV
gap between HOMO and LUMO	0.2568	hartree
charge	+3
HOMO level	-17.03	eV

XYZ file:
```
52
Properties=species:S:1:pos:R:3:forces:R:3:nbo_charge:R:1
Hf 0.618674 -0.736586 1.875137 -2.7 0.7 0.7 2.06
N 4.590699 -1.084042 1.708511 0.1 -0.2 0.0 -0.84
C 4.009720 -2.173723 0.887878 0.0 0.3 0.4 -0.32
C 2.566377 -1.835205 1.101162 1.1 -0.3 -0.7 0.82
O 1.965812 -2.143671 2.197632 1.1 -1.1 0.6 -0.71
O 1.913843 -1.039038 0.333896 1.2 -0.5 -1.2 -0.73
H 5.408826 -0.687401 1.261943 0.0 0.0 -0.1 0.41
H 4.880601 -1.441067 2.612092 0.0 0.0 0.0 0.40
H 4.249477 -3.172933 1.246169 -0.1 0.0 0.0 0.25
H 4.284292 -2.069769 -0.156643 -0.1 0.0 -0.1 0.25
Se -0.607094 -0.477659 4.064567 -0.2 0.1 1.2 -0.01
Se -1.441584 1.504783 0.978990 0.0 0.2 0.1 0.48
C 0.270794 2.259883 1.552871 -0.2 -0.2 -0.3 0.06
C 0.423218 3.610248 1.767679 -0.1 -0.1 -0.1 -0.23
C 1.640017 4.056057 2.284741 0.1 -0.1 0.0 -0.07
C 2.651186 3.139288 2.535499 0.0 0.1 0.0 -0.20
C 2.416573 1.797429 2.298849 0.0 0.0 -0.1 0.09
N 1.231889 1.359613 1.830414 0.2 1.0 0.0 -0.67
C -1.550147 -1.835739 3.084054 0.3 0.1 -0.4 0.09
C -2.627766 -2.551034 3.577821 0.0 0.1 0.2 -0.24
C -3.216641 -3.508916 2.771412 0.1 0.1 0.0 -0.05
C -2.702806 -3.754957 1.495256 0.0 0.0 0.0 -0.23
C -1.633839 -3.015194 1.061603 0.0 0.0 -0.2 0.07
N -1.069540 -2.054519 1.827682 -0.9 -0.4 0.1 -0.69
H -0.380584 4.299288 1.544059 0.0 0.0 0.0 0.27
H 1.795441 5.109648 2.478392 0.0 0.0 0.0 0.27
H 3.612128 3.456036 2.916248 0.0 0.0 0.0 0.28
H 3.176005 1.042044 2.473736 0.0 0.0 0.0 0.25
H -2.980771 -2.354737 4.580553 0.0 0.0 0.0 0.27
H -4.068610 -4.069511 3.134177 0.0 0.0 0.0 0.27
H -3.127063 -4.519471 0.860563 0.0 0.0 0.0 0.27
H -1.187367 -3.177480 0.088998 0.0 0.0 0.0 0.22
C 0.254644 2.572405 -1.990510 0.1 0.1 0.2 -0.42
N -0.414570 1.599286 -2.851002 0.0 -0.1 0.0 -0.36
C -0.028450 1.647357 -4.272344 0.1 0.1 -0.3 -0.42
C -1.173739 0.641963 -2.360739 0.3 0.2 0.5 0.48
S -0.924952 0.063561 -0.598705 -0.2 0.1 -0.5 -0.02
N -2.073947 -0.033445 -3.033235 0.0 0.0 0.1 -0.35
C -2.702428 0.491546 -4.255385 -0.2 0.1 -0.3 -0.42
C -2.631016 -1.313202 -2.573393 -0.1 -0.2 0.2 -0.42
H 0.678428 3.350098 -2.619088 0.0 0.0 0.0 0.26
H 1.065752 2.101278 -1.427679 0.0 0.0 0.0 0.22
H -0.447465 3.043439 -1.306466 0.0 0.0 0.0 0.22
H 1.048898 1.800612 -4.316614 0.0 0.0 0.1 0.24
H -0.513766 2.473347 -4.791540 0.0 0.0 0.0 0.24
H -0.256042 0.711897 -4.772792 0.0 0.0 0.1 0.23
H -2.533066 1.557492 -4.366227 0.0 0.0 0.1 0.23
H -3.776050 0.324676 -4.177891 0.0 0.0 0.1 0.25
H -2.342896 -0.035153 -5.139390 0.0 0.0 0.0 0.24
H -1.856608 -1.961197 -2.171952 0.0 0.0 0.0 0.22
H -3.077219 -1.815840 -3.426959 0.0 0.0 -0.1 0.26
H -3.407254 -1.151793 -1.824005 0.0 0.0 0.0 0.24
```
Forces are in eV/Å.


Question: Among the records above, which one has the highest charge?
Answer: C29H84F3N7O10S


Question: relative energy (zero: lowest compared OMol25 entry of this formula, charge and spin) of number 2 (C4H8N2O)?
Answer: 120.2 kcal per mole


Question: Which formula does entry 2 have?
Answer: C4H8N2O


Question: Which formula does entry 3 have?
Answer: C3H14N6O